Record 1
The following is a quantum chemistry calculation of a molecular structure, C14H24AsBrI2N2O2PtS in a non-equilibrium geometry, from the OMol25 dataset.

The HOMO energy is -13.054 eV. The calculation puts the total energy at -183132.7910 eV. As for the charge: +2. As for the HOMO-LUMO gap: 6.062 eV. For the energy above the lowest of the compared OMol25 structures with the same formula, charge and spin, the calculation gives 52.0 kcal/mol.

Last column: Mulliken charge in e.
Cartesian coordinates (Å):
Pt (-1.0084, -0.1892, 1.4434)  1.616
N (-2.3560, -4.2149, -1.1211)  -0.138
C (-2.9108, -4.1830, 0.2999)  -0.886
C (-2.2595, -3.0361, 1.0509)  -0.698
N (-2.4285, -1.7229, 0.3795)  -0.343
C (-1.9429, -1.7736, -1.0270)  -0.399
C (-2.5903, -2.8832, -1.8306)  -0.884
H (-2.7702, -4.9781, -1.6472)  0.354
H (-1.3552, -4.3945, -1.0838)  0.381
H (-2.7069, -5.1408, 0.7693)  0.418
H (-3.9863, -4.0529, 0.2172)  0.381
H (-1.1858, -3.2205, 1.1379)  0.398
H (-2.6812, -2.9967, 2.0519)  0.493
H (-3.3975, -1.4294, 0.4133)  0.327
H (-0.8606, -1.8980, -0.9953)  0.293
H (-2.1478, -0.8254, -1.5153)  0.484
H (-2.1638, -2.9487, -2.8260)  0.467
H (-3.6680, -2.7618, -1.9168)  0.364
I (-0.5503, -1.5496, 3.7496)  0.104
I (-0.0138, 0.4069, 5.4519)  0.049
C (-1.7857, 4.6907, 0.2135)  -1.076
As (-0.6064, 3.2271, 0.4691)  0.825
C (0.1041, 3.4299, 2.2076)  -0.920
C (0.7260, 3.4019, -0.8549)  -0.813
S (-1.9038, 1.4978, 0.1978)  -0.687
H (-1.2075, 5.6084, 0.2738)  0.408
H (-2.5456, 4.6740, 0.9859)  0.381
H (-2.2513, 4.6104, -0.7618)  0.400
H (0.5157, 4.4404, 2.2615)  0.445
H (0.8726, 2.6900, 2.3775)  0.267
H (-0.7118, 3.3205, 2.9083)  0.329
H (1.3275, 4.2717, -0.5966)  0.425
H (0.2250, 3.5637, -1.8003)  0.378
H (1.3397, 2.5133, -0.8772)  0.105
Br (6.6853, 0.7436, -2.4972)  -0.122
C (5.0864, 0.4221, -1.5989)  0.014
C (3.9298, 0.2197, -2.3287)  -0.608
C (2.7369, -0.0169, -1.6559)  -0.253
C (2.7121, -0.0367, -0.2705)  0.140
C (3.8812, 0.1685, 0.4505)  -0.312
C (5.0789, 0.3886, -0.2177)  -0.547
C (1.4198, -0.2314, 0.4222)  0.389
O (0.9689, 0.7351, 1.1681)  -0.872
O (0.7351, -1.2846, 0.2831)  -0.811
H (3.9607, 0.2443, -3.4121)  0.445
H (1.8237, -0.1833, -2.2199)  0.391
H (3.8670, 0.1403, 1.5367)  0.450
H (5.9992, 0.5431, 0.3344)  0.446

Record 2
The following is a quantum chemistry calculation of a molecular structure, C14H24Br2CaCl3Cs3F7N2O5P2Si in a non-equilibrium geometry, from the OMol25 dataset.

The HOMO energy is -8.515 eV. The calculation puts the total energy at -271319.5526 eV. As for the charge: +1. As for the HOMO-LUMO gap: 2.624 eV.

Last column: Mulliken charge in e.
Cartesian coordinates (Å):
C (2.9365, -0.4577, -2.8241)  -1.447
C (2.1706, 0.6264, -3.7160)  0.556
O (2.4653, 0.6564, -4.9427)  -0.525
N (1.1969, 1.6167, -3.2475)  0.192
C (0.2645, 2.0342, -4.3534)  -0.457
Si (0.2635, 1.0820, -1.8228)  -0.006
C (-1.2358, -0.0554, -2.2092)  0.046
C (-0.8613, -1.4002, -3.0353)  0.168
N (-1.6172, -1.4625, -4.3391)  -0.683
H (3.9923, -0.6216, -3.3238)  0.546
H (2.4015, -1.4968, -2.9143)  0.401
H (3.1394, -0.1406, -1.7296)  0.125
H (0.8046, 2.5693, -5.2118)  0.333
H (-0.2624, 1.0776, -4.7300)  0.168
H (-0.5355, 2.7647, -3.9551)  0.044
H (1.2269, 0.4998, -0.8592)  -0.495
H (-0.2986, 2.3037, -1.1916)  -0.065
H (-2.1195, 0.5396, -2.7107)  -0.034
H (-1.6825, -0.4367, -1.1760)  -0.059
H (0.2480, -1.4977, -3.2780)  -0.206
H (-1.2025, -2.3157, -2.4201)  0.287
H (-0.9045, -1.6593, -5.0664)  0.319
H (-1.9526, -0.5111, -4.5739)  0.225
Cs (5.4235, -0.7159, -1.7506)  1.095
O (4.1136, -0.0021, -8.4330)  -0.443
P (4.7710, -1.2663, -7.8714)  0.843
O (5.9386, -1.6675, -8.7760)  -0.476
O (3.7499, -2.4077, -7.8316)  -0.456
O (5.2774, -0.9895, -6.4534)  -0.456
Cs (0.0528, 0.6932, 1.3686)  0.832
Ca (-3.5394, 0.4806, -0.8245)  0.727
Br (7.7983, 1.3240, 1.0145)  -0.343
C (8.7558, 2.5356, 2.2132)  -0.150
C (8.0506, 2.6635, 3.5422)  -1.282
Br (6.4913, 3.8268, 3.4049)  -0.009
H (8.8610, 3.4840, 1.6870)  0.387
H (9.7412, 2.0851, 2.3423)  0.379
H (8.6988, 3.1435, 4.2767)  0.341
H (7.7014, 1.7088, 3.9414)  0.586
C (-3.7540, 4.9355, -3.7002)  -0.028
Cl (-2.0235, 5.2420, -3.9092)  -0.132
Cl (-4.0183, 3.3674, -2.9132)  -0.147
Cl (-4.5067, 6.2325, -2.7665)  -0.095
H (-4.2183, 4.9069, -4.6841)  0.329
F (-2.8398, -1.5427, 4.5221)  -0.301
C (-3.5094, -2.6850, 4.3015)  0.219
C (-4.7401, -2.8826, 4.9098)  -0.202
C (-5.4342, -4.0646, 4.6728)  -0.487
C (-4.8862, -5.0393, 3.8409)  -0.433
C (-3.6486, -4.8317, 3.2407)  -0.434
C (-2.9579, -3.6454, 3.4671)  -0.426
H (-5.1494, -2.1175, 5.5621)  0.586
H (-6.4009, -4.2269, 5.1364)  0.406
H (-5.4275, -5.9626, 3.6612)  0.364
H (-3.2216, -5.5932, 2.5965)  0.344
H (-1.9962, -3.4627, 3.0002)  0.369
F (-4.7954, -0.5853, 9.4620)  -0.330
P (-5.4089, 0.2984, 8.2644)  0.983
F (-5.2472, 1.7198, 7.5227)  -0.342
F (-5.8816, -0.3009, 6.8412)  -0.326
F (-6.8194, -0.4115, 8.5718)  -0.340
F (-3.9056, -0.0194, 7.8062)  -0.325
F (-5.8110, 1.3839, 9.3823)  -0.324
Cs (6.2782, 0.6739, 2.9915)  1.063

What did the first record say?
The following is a quantum chemistry calculation of a molecular structure, C14H24AsBrI2N2O2PtS in a non-equilibrium geometry, from the OMol25 dataset.

The HOMO energy is -13.054 eV. The calculation puts the total energy at -183132.7910 eV. As for the charge: +2. As for the HOMO-LUMO gap: 6.062 eV. For the energy above the lowest of the compared OMol25 structures with the same formula, charge and spin, the calculation gives 52.0 kcal/mol.

Last column: Mulliken charge in e.
Cartesian coordinates (Å):
Pt (-1.0084, -0.1892, 1.4434)  1.616
N (-2.3560, -4.2149, -1.1211)  -0.138
C (-2.9108, -4.1830, 0.2999)  -0.886
C (-2.2595, -3.0361, 1.0509)  -0.698
N (-2.4285, -1.7229, 0.3795)  -0.343
C (-1.9429, -1.7736, -1.0270)  -0.399
C (-2.5903, -2.8832, -1.8306)  -0.884
H (-2.7702, -4.9781, -1.6472)  0.354
H (-1.3552, -4.3945, -1.0838)  0.381
H (-2.7069, -5.1408, 0.7693)  0.418
H (-3.9863, -4.0529, 0.2172)  0.381
H (-1.1858, -3.2205, 1.1379)  0.398
H (-2.6812, -2.9967, 2.0519)  0.493
H (-3.3975, -1.4294, 0.4133)  0.327
H (-0.8606, -1.8980, -0.9953)  0.293
H (-2.1478, -0.8254, -1.5153)  0.484
H (-2.1638, -2.9487, -2.8260)  0.467
H (-3.6680, -2.7618, -1.9168)  0.364
I (-0.5503, -1.5496, 3.7496)  0.104
I (-0.0138, 0.4069, 5.4519)  0.049
C (-1.7857, 4.6907, 0.2135)  -1.076
As (-0.6064, 3.2271, 0.4691)  0.825
C (0.1041, 3.4299, 2.2076)  -0.920
C (0.7260, 3.4019, -0.8549)  -0.813
S (-1.9038, 1.4978, 0.1978)  -0.687
H (-1.2075, 5.6084, 0.2738)  0.408
H (-2.5456, 4.6740, 0.9859)  0.381
H (-2.2513, 4.6104, -0.7618)  0.400
H (0.5157, 4.4404, 2.2615)  0.445
H (0.8726, 2.6900, 2.3775)  0.267
H (-0.7118, 3.3205, 2.9083)  0.329
H (1.3275, 4.2717, -0.5966)  0.425
H (0.2250, 3.5637, -1.8003)  0.378
H (1.3397, 2.5133, -0.8772)  0.105
Br (6.6853, 0.7436, -2.4972)  -0.122
C (5.0864, 0.4221, -1.5989)  0.014
C (3.9298, 0.2197, -2.3287)  -0.608
C (2.7369, -0.0169, -1.6559)  -0.253
C (2.7121, -0.0367, -0.2705)  0.140
C (3.8812, 0.1685, 0.4505)  -0.312
C (5.0789, 0.3886, -0.2177)  -0.547
C (1.4198, -0.2314, 0.4222)  0.389
O (0.9689, 0.7351, 1.1681)  -0.872
O (0.7351, -1.2846, 0.2831)  -0.811
H (3.9607, 0.2443, -3.4121)  0.445
H (1.8237, -0.1833, -2.2199)  0.391
H (3.8670, 0.1403, 1.5367)  0.450
H (5.9992, 0.5431, 0.3344)  0.446

Copy entry 1 word for word.
The following is a quantum chemistry calculation of a molecular structure, C14H24AsBrI2N2O2PtS in a non-equilibrium geometry, from the OMol25 dataset.

The HOMO energy is -13.054 eV. The calculation puts the total energy at -183132.7910 eV. As for the charge: +2. As for the HOMO-LUMO gap: 6.062 eV. For the energy above the lowest of the compared OMol25 structures with the same formula, charge and spin, the calculation gives 52.0 kcal/mol.

Last column: Mulliken charge in e.
Cartesian coordinates (Å):
Pt (-1.0084, -0.1892, 1.4434)  1.616
N (-2.3560, -4.2149, -1.1211)  -0.138
C (-2.9108, -4.1830, 0.2999)  -0.886
C (-2.2595, -3.0361, 1.0509)  -0.698
N (-2.4285, -1.7229, 0.3795)  -0.343
C (-1.9429, -1.7736, -1.0270)  -0.399
C (-2.5903, -2.8832, -1.8306)  -0.884
H (-2.7702, -4.9781, -1.6472)  0.354
H (-1.3552, -4.3945, -1.0838)  0.381
H (-2.7069, -5.1408, 0.7693)  0.418
H (-3.9863, -4.0529, 0.2172)  0.381
H (-1.1858, -3.2205, 1.1379)  0.398
H (-2.6812, -2.9967, 2.0519)  0.493
H (-3.3975, -1.4294, 0.4133)  0.327
H (-0.8606, -1.8980, -0.9953)  0.293
H (-2.1478, -0.8254, -1.5153)  0.484
H (-2.1638, -2.9487, -2.8260)  0.467
H (-3.6680, -2.7618, -1.9168)  0.364
I (-0.5503, -1.5496, 3.7496)  0.104
I (-0.0138, 0.4069, 5.4519)  0.049
C (-1.7857, 4.6907, 0.2135)  -1.076
As (-0.6064, 3.2271, 0.4691)  0.825
C (0.1041, 3.4299, 2.2076)  -0.920
C (0.7260, 3.4019, -0.8549)  -0.813
S (-1.9038, 1.4978, 0.1978)  -0.687
H (-1.2075, 5.6084, 0.2738)  0.408
H (-2.5456, 4.6740, 0.9859)  0.381
H (-2.2513, 4.6104, -0.7618)  0.400
H (0.5157, 4.4404, 2.2615)  0.445
H (0.8726, 2.6900, 2.3775)  0.267
H (-0.7118, 3.3205, 2.9083)  0.329
H (1.3275, 4.2717, -0.5966)  0.425
H (0.2250, 3.5637, -1.8003)  0.378
H (1.3397, 2.5133, -0.8772)  0.105
Br (6.6853, 0.7436, -2.4972)  -0.122
C (5.0864, 0.4221, -1.5989)  0.014
C (3.9298, 0.2197, -2.3287)  -0.608
C (2.7369, -0.0169, -1.6559)  -0.253
C (2.7121, -0.0367, -0.2705)  0.140
C (3.8812, 0.1685, 0.4505)  -0.312
C (5.0789, 0.3886, -0.2177)  -0.547
C (1.4198, -0.2314, 0.4222)  0.389
O (0.9689, 0.7351, 1.1681)  -0.872
O (0.7351, -1.2846, 0.2831)  -0.811
H (3.9607, 0.2443, -3.4121)  0.445
H (1.8237, -0.1833, -2.2199)  0.391
H (3.8670, 0.1403, 1.5367)  0.450
H (5.9992, 0.5431, 0.3344)  0.446

Q: What is the charge in the first record?
A: +2

Q: Which of these has the lowest charge?
A: C14H24Br2CaCl3Cs3F7N2O5P2Si